Density functional theory data (ωB97M-V/def2-TZVPD) for a cluster of 2 separate species, C6H8BrO2 in total.

Structure (ORCA input):
```
! wB97M-V def2-TZVPD RIJCOSX def2/J DEFGRID3
* xyz -1 1
C -2.84 1.66 -0.07
C -1.60 1.21 -0.65
C 2.07 -0.29 -0.69
C 0.96 -0.58 -0.02
C -0.09 -1.24 -0.72
C 0.96 -0.59 1.53
O -1.91 1.78 0.82
O -4.03 1.78 -0.19
Br 3.67 0.59 -0.13
H -1.15 2.02 -1.33
H 2.13 -0.41 -1.77
H 0.24 -1.72 -1.60
H -0.79 -0.40 -0.93
H -0.53 -2.00 -0.12
H 1.71 -0.08 2.10
H 1.01 -1.67 1.91
H 0.19 -0.08 1.86
*
```

Results
ΔE to the lowest compared entry with this formula, charge and spin in kJ/mol: 371.8
Molecular weight in g/mol: 192.03
HOMO level in eV: -2.9573

The computed Mulliken charges, all in e, follow: C 0.467; C -0.403; C -0.688; C 1.044; C -1.140; C -1.297; O -0.434; O -0.674; Br -0.263; H 0.013; H 0.337; H 0.461; H 0.228; H 0.322; H 0.428; H 0.224; H 0.374

Density functional theory data (ωB97M-V/def2-TZVPD) for a structure of composition C7H15N3O2SSi.

Structure (ORCA input):
```
! wB97M-V def2-TZVPD RIJCOSX def2/J DEFGRID3
* xyz 0 1
C 0.62 -1.45 0.55
C 3.29 1.20 -0.18
C 0.31 -3.47 -0.64
C -1.85 0.26 -1.69
C -1.57 2.36 0.63
C -2.59 -0.54 1.26
C 0.36 -0.01 0.51
N 2.29 0.97 -1.03
N 1.24 0.45 -1.18
N 3.49 2.44 0.30
O 1.23 -2.02 1.43
O 0.08 -2.08 -0.51
Si -1.44 0.51 0.15
S 4.32 -0.08 0.02
H 0.61 -3.89 0.32
H 1.10 -3.64 -1.37
H -0.62 -3.93 -0.98
H -1.45 -0.68 -2.04
H -2.92 0.26 -1.86
H -1.42 1.05 -2.30
H -1.36 3.00 -0.22
H -2.57 2.60 0.97
H -0.89 2.63 1.43
H -3.63 -0.37 1.02
H -2.39 -1.60 1.11
H -2.45 -0.32 2.31
H 0.94 0.54 1.23
H 2.90 3.21 0.03
H 4.38 2.64 0.73
*
```

Results
ΔE to the lowest compared entry with this formula, charge and spin in kJ/mol: 0.0
Molecular weight in g/mol: 233.37
HOMO level in eV: -8.2200

The computed Mulliken charges, all in e, follow: C 0.048; C 0.317; C -0.855; C -1.000; C -1.204; C -1.117; C 0.142; N -0.190; N -0.032; N -0.363; O -0.596; O -0.246; Si 0.379; S -0.315; H 0.373; H 0.277; H 0.253; H 0.250; H 0.377; H 0.304; H 0.333; H 0.339; H 0.351; H 0.362; H 0.326; H 0.328; H 0.717; H 0.225; H 0.218

Density functional theory data (ωB97M-V/def2-TZVPD) for the ion C4H8N3O3 with charge +1.

Structure (ORCA input):
```
! wB97M-V def2-TZVPD RIJCOSX def2/J DEFGRID3
* xyz 1 1
C -0.28 0.74 -1.83
C -0.59 0.10 -0.42
N -2.30 -0.53 -0.63
O -2.98 0.38 -1.02
O -2.45 -1.62 -0.30
C 0.23 -1.01 0.19
C 0.27 -0.70 1.71
N -0.33 0.56 1.73
N -0.78 1.05 0.65
O -1.29 2.12 0.52
H -0.76 0.21 -2.64
H 0.81 0.62 -2.02
H -0.46 1.75 -1.80
H 1.17 -1.00 -0.29
H -0.31 -2.02 0.24
H -0.26 -1.45 2.32
H 1.24 -0.63 2.09
H -0.45 1.04 2.58
*
```

Results
ΔE to the lowest compared entry with this formula, charge and spin in kJ/mol: 391.6
Molecular weight in g/mol: 146.13
Structure (SMILES): C[C@@]1([N+](=O)[O-])CCN[N+]1=O
HOMO level in eV: -14.8318

The computed Mulliken charges, all in e, follow: C -1.240; C 0.651; N 0.863; O -0.454; O -0.507; C -0.668; C -0.541; N -0.170; N 0.886; O -0.510; H 0.332; H 0.396; H 0.415; H 0.383; H 0.282; H 0.307; H 0.331; H 0.245